A structure of composition C30H59BCuN2P2Sb, computed with the ωB97M-V functional and the def2-TZVPD basis.

XYZ file:
```
96
Properties=species:S:1:pos:R:3:forces:R:3
Cu 0.132838 0.879443 0.380406 0.4685 0.3229 -0.1360
C -2.565483 3.354366 1.286575 -0.0207 0.0242 0.0173
C -2.520557 2.230619 2.337812 0.0158 0.0477 -0.1375
C -3.029027 2.742440 3.683555 -0.1882 0.0621 0.0614
C -3.438934 1.090167 1.873532 -0.1325 -0.0072 0.0327
P -0.778304 1.580333 2.395636 0.0540 -0.4420 -0.0743
C -0.894500 -0.102981 3.165515 -0.2051 0.0999 -0.1654
N -1.105267 -1.048341 2.098787 -0.0303 -0.4584 -0.1022
B -0.821913 -0.869758 0.700049 -0.0987 -0.1062 0.5532
N -1.242069 -2.052450 0.036401 -0.0401 -0.0640 -0.0157
C -1.208040 -2.389915 -1.376453 -0.1401 0.1204 0.3195
P -0.455491 -1.038666 -2.394900 0.1111 0.1099 0.3060
C 0.234481 -2.075158 -3.800316 0.0754 0.0647 -0.0428
C -0.685875 -3.194037 -4.302596 0.0391 -0.1218 -0.0714
C 1.521261 -2.707281 -3.237667 0.0285 -0.0481 -0.0414
C 0.630165 -1.175911 -4.979400 0.0469 -0.0855 -0.0729
C -1.935907 -0.054414 -2.977832 0.0435 0.0588 -0.1428
C -2.870938 -0.773497 -3.953152 -0.1318 0.0810 -0.0154
C -1.382971 1.234739 -3.611157 -0.0309 0.0176 -0.0871
C -2.746257 0.349638 -1.743020 -0.1861 -0.0141 -0.0929
C -1.746954 -2.938385 1.012501 0.0911 0.1617 -0.3256
C -2.270588 -4.211090 0.871020 -0.0375 -0.0824 0.0514
C -2.696330 -4.874312 2.021820 0.0293 0.0828 -0.0164
C -2.596898 -4.274354 3.274667 0.0273 0.0559 -0.0181
C -2.068091 -2.991213 3.417343 -0.0539 -0.0667 0.0659
C -1.651014 -2.332622 2.273470 0.0844 0.3257 0.0129
C 0.310863 2.514556 3.578685 0.0546 0.1472 -0.0873
C 0.270347 4.010561 3.229031 0.0428 0.0488 0.1080
C -0.059571 2.287906 5.048205 0.0771 0.0077 0.1380
C 1.745664 2.009484 3.348420 0.0364 0.0166 0.1381
H -3.593654 3.723205 1.199403 0.1119 -0.0419 0.0182
H -2.257291 2.989794 0.300264 -0.0324 0.0155 0.1003
H -1.929234 4.203303 1.551523 -0.0681 -0.1044 -0.0202
H -4.093285 2.981289 3.576169 0.1059 -0.0058 0.0402
H -2.520536 3.652643 4.003837 -0.0524 -0.0801 -0.0062
H -2.941167 1.991981 4.474352 -0.0243 0.0497 -0.0895
H -4.424653 1.517284 1.656343 0.0949 -0.0576 0.0552
H -3.570840 0.322301 2.642022 0.0357 0.0872 -0.0839
H -3.082260 0.602912 0.967180 -0.0037 0.0248 0.0036
H -1.714628 -0.143586 3.883206 -0.0986 0.0339 0.0834
H 0.022476 -0.301914 3.716328 0.1605 -0.0539 0.0775
H -2.216600 -2.598508 -1.737404 -0.1435 -0.0827 -0.0018
H -0.627265 -3.299028 -1.521017 0.0962 -0.0797 0.0032
H -1.113835 -3.793389 -3.494998 0.0662 0.0426 -0.1060
H -0.095954 -3.874069 -4.926960 -0.0590 0.0464 0.0175
H -1.502616 -2.816661 -4.915177 0.0500 -0.0349 0.0528
H 1.324641 -3.409330 -2.420647 0.0107 0.0763 -0.0652
H 2.221823 -1.949595 -2.874456 -0.0513 -0.0160 -0.0402
H 2.019424 -3.268145 -4.035858 -0.0463 0.0303 0.0742
H -0.232147 -0.712724 -5.461595 0.0394 -0.0882 0.0276
H 1.137529 -1.786688 -5.734942 -0.0428 0.0562 0.0716
H 1.322064 -0.382502 -4.682404 -0.0486 -0.0379 0.0237
H -2.405317 -0.962862 -4.920907 -0.0115 0.0546 0.0773
H -3.748345 -0.139569 -4.132021 0.0841 -0.0868 0.0064
H -3.232538 -1.725328 -3.550197 0.0485 0.1054 -0.0549
H -0.735090 1.036546 -4.468361 -0.1104 0.0566 0.1069
H -0.802573 1.813448 -2.883969 -0.0453 -0.0629 -0.0285
H -2.212257 1.862773 -3.956887 0.0718 -0.0692 0.0442
H -3.268592 -0.495286 -1.282591 0.0807 0.0544 -0.0355
H -3.498608 1.089909 -2.040998 0.0414 -0.1001 0.0331
H -2.115847 0.812085 -0.981936 0.0662 0.0522 0.0307
H -2.350653 -4.681776 -0.102519 0.0077 0.0281 0.0644
H -3.110891 -5.871666 1.938342 0.0284 0.0626 0.0037
H -2.933802 -4.812130 4.154147 0.0384 0.0549 -0.0888
H -1.987349 -2.531611 4.398582 -0.0026 -0.0536 -0.1289
H -0.680845 4.473864 3.503161 0.1367 -0.0545 -0.0507
H 0.446053 4.184959 2.162275 0.0120 -0.0416 0.0816
H 1.061152 4.529712 3.782985 -0.1033 -0.0636 -0.0501
H -1.009131 2.744291 5.320555 0.0624 -0.0295 -0.0253
H 0.717035 2.745379 5.671653 -0.0975 -0.0395 -0.0390
H -0.098418 1.225384 5.310103 0.0276 0.1531 -0.0277
H 2.095550 2.258226 2.347343 -0.0015 0.0117 -0.0329
H 1.849657 0.928864 3.493262 -0.0390 0.0794 -0.0156
H 2.407938 2.502168 4.069936 -0.0789 -0.0687 -0.0837
C 4.427944 0.759051 -2.909479 -0.1131 -0.0011 -0.0020
C 3.039408 1.119113 -2.367773 0.3194 0.0221 -0.0027
Sb 2.703587 0.816697 -0.275712 -0.4147 -0.4164 -0.2812
C 2.836352 -1.314662 0.028335 0.3728 -0.0267 -0.0055
C 4.196133 -1.984098 -0.228084 -0.2142 0.0076 -0.0491
C 4.623144 1.365819 0.467384 -0.0998 0.3525 0.1302
C 4.924237 2.863218 0.326694 0.0287 -0.1545 -0.0027
H 4.496324 0.994672 -3.975876 -0.0205 -0.0126 0.0931
H 4.648882 -0.306716 -2.798688 -0.0600 0.1419 -0.0025
H 5.224072 1.315038 -2.407214 -0.0852 -0.0315 -0.0202
H 2.253283 0.546430 -2.852269 -0.0898 -0.0710 -0.1038
H 2.805492 2.173703 -2.539821 0.0592 -0.0594 -0.0386
H 2.052550 -1.749688 -0.589953 -0.0407 0.0028 -0.0275
H 2.520550 -1.456671 1.067413 0.0442 -0.0322 -0.0629
H 4.548655 -1.829672 -1.252016 -0.0870 -0.0099 0.1176
H 4.127744 -3.065410 -0.070485 -0.0235 0.1140 0.0007
H 4.969233 -1.612116 0.444226 -0.0161 0.0418 0.0136
H 5.320494 0.750273 -0.101435 0.0523 0.0517 0.0308
H 4.663183 1.039158 1.507532 0.0832 0.0334 0.0021
H 4.794910 3.212404 -0.701675 0.0034 -0.0609 0.0493
H 5.955933 3.078336 0.612766 -0.0473 -0.0117 0.0030
H 4.274124 3.469303 0.962063 0.0025 -0.0619 -0.0238
```
Positions in Å, forces in eV/Å.

Summary:
electronic energy = -3876.1440 hartree
highest occupied orbital energy (alpha / beta) = -0.3702 / -0.3830 hartree
charge = +1
spin multiplicity = 2
lowest unoccupied orbital energy (alpha / beta) = -2.241 / -3.984 eV